Molecular formula: C5H7NOS
Method: DFT, ωB97M-V/def2-TZVPD

Total charge: 0
Calculated total energy in eV: -19670.12898
SMILES: C/C=C(\C=O)NC=S
LUMO level in hartree: -0.007
HOMO energy in eV: -8.47
Relative energy (zero: lowest compared OMol25 entry of this formula, charge and spin) in kcal per mole: 33.99
Largest force on an atom in eV/A: 2.3

CARTESIAN COORDINATES (ANGSTROEM)
C: -1.00474 1.99542 0.05283
C: 0.09749 0.96771 0.00790
C: -0.09524 -0.34251 -0.06155
C: -1.45394 -0.98993 0.02972
O: -1.58853 -2.20702 0.01308
N: 0.84648 -1.38874 -0.02870
C: 2.18101 -1.30311 0.07531
S: 3.15630 -0.00285 -0.00460
H: -1.01359 2.58535 -0.82410
H: -0.96671 2.70889 0.90401
H: -1.96913 1.48229 0.06938
H: 1.07015 1.39534 -0.27010
H: -2.33296 -0.30099 -0.08544
H: 0.40574 -2.30614 -0.12281
H: 2.66768 -2.29369 0.24507